No. 1
DFT (ωB97M-V/def2-TZVPD) results for a cluster of 2 separate species, C2H7NOS in total in a non-equilibrium geometry.

The calculated total energy is -16554.194 eV. The relative energy (zero: lowest compared OMol25 entry of this formula, charge and spin) comes out at 151.7 kcal/mol. The HOMO-LUMO gap (spin up / spin down) is 7.7 / 7.8 eV.

```
! wB97M-V def2-TZVPD RIJCOSX def2/J DEFGRID3
* xyz 0 1
H 1.36 -0.74 1.14
H 1.41 0.74 -1.05
H 1.42 -0.93 -1.74
H -0.19 0.10 2.01
S -0.46 -0.28 -0.28
C 0.54 0.02 1.19
H 0.12 0.31 -2.43
H -3.12 0.57 0.90
N -2.22 0.91 0.95
H 1.12 1.01 1.23
O -0.76 -1.71 -0.30
C 0.78 0.00 -1.62
*
```

No. 2
DFT (ωB97M-V/def2-TZVPD) results for a cluster of 2 separate species, C2H7NOSi in total in a non-equilibrium geometry.

The calculated total energy is -13599.408 eV. The relative energy (zero: lowest compared OMol25 entry of this formula, charge and spin) comes out at 93.4 kcal/mol. The HOMO-LUMO gap (spin up / spin down) is 7.2 / 8.4 eV.

```
! wB97M-V def2-TZVPD RIJCOSX def2/J DEFGRID3
* xyz 0 1
Si 0.61 1.27 0.43
O 0.97 2.42 -0.57
H -2.86 -0.52 -0.19
H 1.20 3.33 -0.39
C -1.37 -1.86 -0.87
H -0.31 -2.03 -1.03
H 0.02 1.58 1.72
H 2.42 0.06 1.27
C -1.88 -0.79 -0.35
H -2.06 -2.78 -1.03
H 1.43 -0.82 0.52
N 1.84 0.15 0.49
*
```

No. 3
DFT (ωB97M-V/def2-TZVPD) results for a structure of composition C2H7NOSi in a non-equilibrium geometry.

The calculated total energy is -13599.888 eV. The relative energy (zero: lowest compared OMol25 entry of this formula, charge and spin) comes out at 82.3 kcal/mol. The HOMO-LUMO gap is 8.6 eV.

```
! wB97M-V def2-TZVPD RIJCOSX def2/J DEFGRID3
* xyz 0 1
O -2.41 -0.64 -0.07
N -0.30 0.08 -0.53
H -0.91 -1.77 -0.81
H -0.63 1.19 1.18
H 2.88 0.39 -0.25
C -1.26 -0.87 -0.42
C -0.86 1.25 0.13
H -0.35 2.20 -0.29
H 2.22 -0.85 1.63
Si 1.89 -0.59 0.06
H 1.64 -1.80 -0.64
H -1.91 1.41 0.02
*
```

No. 4
DFT (ωB97M-V/def2-TZVPD) results for a cluster of 2 separate species, C2H7NP in total in a non-equilibrium geometry.

The calculated total energy is -12954.857 eV. The relative energy (zero: lowest compared OMol25 entry of this formula, charge and spin) comes out at 66.5 kcal/mol. The HOMO-LUMO gap (spin up / spin down) is 8.3 / 8.3 eV.

```
! wB97M-V def2-TZVPD RIJCOSX def2/J DEFGRID3
* xyz 1 1
H -0.60 -1.04 1.77
P -0.66 1.99 -0.29
C 1.20 -0.09 -0.57
C -1.30 -0.99 0.94
H 1.46 -0.46 0.50
N 0.04 0.61 -0.31
H 1.12 -0.84 -1.34
H -2.20 -0.55 1.13
H 0.20 2.73 -1.04
H 1.91 0.47 -1.05
H -1.16 -1.81 0.24
*
```

No. 5
DFT (ωB97M-V/def2-TZVPD) results for a structure of composition C2H7NS in a non-equilibrium geometry.

The calculated total energy is -14510.152 eV. The relative energy (zero: lowest compared OMol25 entry of this formula, charge and spin) comes out at 57.9 kcal/mol. The HOMO-LUMO gap is 9.6 eV.

```
! wB97M-V def2-TZVPD RIJCOSX def2/J DEFGRID3
* xyz 0 1
H 1.31 0.96 0.77
C 0.23 -0.62 -0.03
H -0.14 -1.27 0.88
H 2.00 0.60 -0.84
C 1.53 0.15 0.02
H 2.37 -0.58 0.48
S -2.60 -0.14 0.03
H 0.20 -1.03 -0.92
N -1.09 0.67 0.03
H -0.76 1.15 0.83
H -3.06 0.13 -1.26
*
```

No. 6
DFT (ωB97M-V/def2-TZVPD) results for a cluster of 2 separate species, C2H7NS in total in a non-equilibrium geometry.

The calculated total energy is -14511.740 eV. The relative energy (zero: lowest compared OMol25 entry of this formula, charge and spin) comes out at 21.2 kcal/mol. Its SMILES is C=CN.S. The HOMO-LUMO gap is 9.8 eV.

```
! wB97M-V def2-TZVPD RIJCOSX def2/J DEFGRID3
* xyz 0 1
N 1.33 0.61 -0.59
H 2.26 0.34 -0.87
C -0.54 -0.88 -0.89
C 0.48 -0.43 -0.16
H -0.70 -0.42 -1.86
H -0.99 -1.84 -0.69
H -0.20 0.87 1.97
H -1.93 0.87 1.24
H 0.75 -0.94 0.76
H 0.96 1.14 -1.38
S -1.43 0.68 2.46
*
```

No. 7
DFT (ωB97M-V/def2-TZVPD) results for a cluster of 2 separate species, C2H7NS in total in a non-equilibrium geometry.

The calculated total energy is -14508.770 eV. The relative energy (zero: lowest compared OMol25 entry of this formula, charge and spin) comes out at 89.7 kcal/mol. The HOMO-LUMO gap is 9.5 eV.

```
! wB97M-V def2-TZVPD RIJCOSX def2/J DEFGRID3
* xyz 0 1
H -3.24 0.45 1.86
H 1.16 -1.19 -1.06
S -3.04 0.27 0.45
H 3.29 -0.92 -0.90
C 1.39 -0.25 -0.54
N -1.58 0.79 0.24
H 0.58 0.39 -0.38
H -2.94 -1.16 0.62
H -1.57 1.57 -0.42
H 3.27 0.32 0.41
C 2.67 -0.28 -0.29
*
```

No. 8
DFT (ωB97M-V/def2-TZVPD) results for a cluster of 2 separate species, C2H7NS2 in total in a non-equilibrium geometry.

The calculated total energy is -25346.410 eV. The relative energy (zero: lowest compared OMol25 entry of this formula, charge and spin) comes out at 37.8 kcal/mol. Its SMILES is C=CN.SS. The HOMO-LUMO gap is 8.7 eV.

```
! wB97M-V def2-TZVPD RIJCOSX def2/J DEFGRID3
* xyz 0 1
H -0.51 3.39 0.64
H -0.55 0.39 0.72
H 1.95 -5.81 -2.53
C -0.67 2.47 1.17
S 2.32 -4.46 -2.58
S 0.45 -3.72 -3.35
H -1.34 1.55 2.98
H 0.45 -2.45 -2.77
H -0.96 3.28 3.13
H 0.39 1.59 -0.15
N -0.52 1.31 0.26
C -1.02 2.47 2.50
*
```

No. 9
DFT (ωB97M-V/def2-TZVPD) results for a cluster of 2 separate species, C2H7NS2 in total in a non-equilibrium geometry.

The calculated total energy is -25346.846 eV. The relative energy (zero: lowest compared OMol25 entry of this formula, charge and spin) comes out at 27.7 kcal/mol. Its SMILES is C=NC.SS. The HOMO-LUMO gap is 9.6 eV.

```
! wB97M-V def2-TZVPD RIJCOSX def2/J DEFGRID3
* xyz 0 1
S -2.68 0.31 1.82
H 2.72 -0.09 -0.37
S -1.26 -1.08 2.57
H -0.94 -0.69 -1.80
H 1.82 1.12 0.56
H -3.58 -0.65 1.49
C -0.10 -0.07 -1.47
H -0.51 -1.01 1.46
C 1.83 0.56 -0.36
N 0.69 -0.36 -0.54
H -0.01 0.88 -2.03
H 2.01 1.07 -1.32
*
```

No. 10
DFT (ωB97M-V/def2-TZVPD) results for the ion C2H7NS2 with charge +1 in a non-equilibrium geometry.

The calculated total energy is -25339.045 eV. The relative energy (zero: lowest compared OMol25 entry of this formula, charge and spin) comes out at 2.0 kcal/mol. The HOMO-LUMO gap (spin up / spin down) is 8.0 / 4.5 eV. Its expectation value of S² is 0.755.

```
! wB97M-V def2-TZVPD RIJCOSX def2/J DEFGRID3
* xyz 1 2
H 1.63 1.38 0.62
H 0.49 2.51 1.10
H -0.86 0.50 -1.03
H 0.24 -0.29 1.73
H 0.37 -2.28 -3.19
H -1.40 -0.84 0.04
S 0.89 -1.21 -0.85
C -0.57 -0.17 -0.21
C -0.19 0.52 1.10
H -1.14 0.79 1.57
N 0.80 1.56 1.16
S -0.26 -2.47 -2.03
*
```